Entry 1:
38
Properties=species:S:1:pos:R:3 method="wB97M-V/def2-TZVPD" multiplicity=6 gap_ha="0.164 / 0.169"
Mn -1.55 2.15 -1.23
Br -0.73 0.23 5.48
C -0.81 0.80 3.66
C -0.61 2.12 3.41
C -0.88 2.54 2.07
N -1.28 1.68 1.04
C -1.25 0.45 1.36
C -1.08 -0.07 2.66
C -1.41 -0.49 0.17
C -1.88 -1.83 0.29
C -2.29 -2.39 -0.92
Br -3.18 -4.14 -0.73
C -2.34 -1.78 -2.17
C -1.94 -0.42 -2.18
N -1.50 0.14 -1.03
H -0.26 2.77 4.13
H -0.63 3.53 1.62
H -0.95 -1.14 2.98
H -2.06 -2.39 1.18
H -2.55 -2.43 -2.98
H -1.80 0.08 -3.14
O 2.15 5.86 -0.16
S -1.67 3.59 -3.07
C 2.05 5.36 0.84
N 2.75 1.20 -1.06
C 2.32 -0.16 -1.05
C 1.73 -0.76 -2.12
C 1.12 -2.00 -1.92
C 1.40 -2.74 -0.74
C 2.21 -2.20 0.16
C 2.58 -0.92 0.09
H 2.31 1.78 -1.69
H 2.96 1.50 -0.13
H 1.47 -0.37 -3.10
H 0.70 -2.52 -2.77
H 1.07 -3.78 -0.78
H 2.62 -2.88 0.98
H 3.18 -0.37 0.87


Entry 2:
46
Properties=species:S:1:pos:R:3 method="wB97M-V/def2-TZVPD" total_charge=-1 multiplicity=6 gap_ha="0.316 / 0.278"
Fe -1.30 0.83 1.78
O 0.51 -1.65 3.83
S 0.35 -0.26 3.51
O 1.14 0.67 4.27
O -1.15 0.15 3.58
O 0.51 -0.01 2.00
N 4.01 -4.06 -0.93
C 3.03 -3.08 -1.10
C 2.00 -3.26 -2.02
C 1.00 -2.32 -2.14
C 1.02 -1.18 -1.34
C 2.06 -0.98 -0.44
C 3.05 -1.93 -0.32
S -0.25 0.02 -1.51
O 0.37 1.31 -1.47
O -1.04 -0.35 -2.66
N -1.18 -0.05 -0.17
C -1.79 -1.19 0.21
N -2.49 -0.97 1.35
C -3.09 -2.01 1.92
C -3.04 -3.26 1.36
C -2.31 -3.38 0.19
N -1.68 -2.38 -0.40
H 4.18 -4.66 -1.72
H 4.84 -3.78 -0.45
H 1.99 -4.15 -2.64
H 0.18 -2.45 -2.84
H 2.07 -0.09 0.17
H 3.85 -1.78 0.40
H -3.62 -1.81 2.85
H -3.54 -4.11 1.81
H -2.21 -4.35 -0.30
Br 0.24 3.07 2.25
C 0.01 3.73 0.49
C 1.14 4.21 -0.15
C 1.03 4.71 -1.43
C -0.22 4.75 -2.05
C -1.33 4.28 -1.39
C -1.24 3.75 -0.11
C -2.51 3.26 0.54
O -3.55 3.85 0.31
O -2.44 2.20 1.30
H 2.10 4.16 0.35
H 1.91 5.07 -1.95
H -0.31 5.15 -3.06
H -2.31 4.30 -1.86


Entry 3:
72
Properties=species:S:1:pos:R:3 method="wB97M-V/def2-TZVPD" smiles="CP(CCOC=O)(COO)(CC(=O)Cl)C(F)(F)C(F)(F)C(F)(F)F.ClC(Cl)(Cl)Cl.ClC(Cl)(Cl)Cl.ClC(Cl)(Cl)Cl.ClC(Cl)(Cl)Cl.ClC(Cl)(Cl)Cl.ClC(Cl)(Cl)Cl.ClC(Cl)(Cl)Cl" multiplicity=1 gap_ha=0.354
C -0.22 0.34 2.89
P 0.23 -0.80 1.51
C 1.77 -0.38 0.60
C 2.09 1.13 0.53
O 3.50 1.32 0.52
C 4.04 1.02 -0.68
O 5.09 0.42 -0.79
C -0.77 0.36 0.34
O -0.48 0.19 -1.02
O -1.09 1.30 -1.69
C -0.96 -2.21 1.22
C -1.69 -2.24 -0.11
O -2.82 -1.84 -0.22
Cl -0.89 -2.92 -1.53
C 1.18 -1.94 2.81
F 1.89 -1.11 3.60
F 0.27 -2.50 3.63
C 2.19 -3.07 2.42
F 2.07 -4.08 3.31
F 3.44 -2.62 2.60
C 2.14 -3.76 1.01
F 3.38 -4.03 0.63
F 1.50 -4.93 1.12
F 1.55 -3.06 0.06
H 0.57 1.04 3.10
H -1.11 0.90 2.64
H -0.45 -0.19 3.81
H 2.67 -0.80 1.05
H 1.78 -0.77 -0.41
H 1.60 1.71 1.29
H 1.70 1.48 -0.42
H 3.52 1.38 -1.57
H -0.61 1.41 0.57
H -1.84 0.22 0.54
H -0.75 1.25 -2.59
H -1.73 -2.13 1.97
H -0.53 -3.19 1.38
C 1.44 -1.68 7.60
Cl 1.86 -2.54 9.08
Cl 1.87 -2.65 6.20
Cl -0.30 -1.36 7.58
Cl 2.31 -0.14 7.53
C -5.57 0.01 -2.54
Cl -5.46 -1.34 -3.70
Cl -3.95 0.57 -2.17
Cl -6.52 1.33 -3.23
Cl -6.34 -0.55 -1.04
C 4.29 2.56 4.27
Cl 6.04 2.31 4.25
Cl 3.77 2.95 5.92
Cl 3.87 3.90 3.19
Cl 3.48 1.09 3.74
C 9.33 0.92 6.44
Cl 9.58 -0.80 6.15
Cl 10.72 1.58 7.29
Cl 9.13 1.76 4.90
Cl 7.87 1.15 7.42
C -4.00 1.72 -6.63
Cl -3.49 2.70 -5.25
Cl -3.25 0.12 -6.53
Cl -5.76 1.55 -6.62
Cl -3.49 2.51 -8.13
C -10.35 -1.46 -4.01
Cl -8.63 -1.56 -3.61
Cl -11.29 -1.22 -2.53
Cl -10.62 -0.10 -5.11
Cl -10.86 -2.96 -4.80
C -1.80 4.48 -11.97
Cl -2.70 3.85 -13.35
Cl -0.10 4.04 -12.13
Cl -1.96 6.23 -11.91
Cl -2.45 3.77 -10.48


Entry 4:
40
Properties=species:S:1:pos:R:3 method="wB97M-V/def2-TZVPD" total_charge=+1 multiplicity=5 gap_ha="0.262 / 0.160"
Co 0.79 -0.62 -0.11
Cl 2.63 -6.27 -4.16
C 1.90 -5.03 -3.21
C 0.55 -5.15 -2.82
C -0.06 -4.18 -2.08
C 0.64 -3.00 -1.69
O 0.01 -2.08 -1.04
C 2.02 -2.91 -2.07
C 2.82 -1.80 -1.69
O 2.43 -0.76 -1.11
C 2.62 -3.94 -2.82
H 0.00 -6.03 -3.12
H -1.09 -4.27 -1.78
H 3.88 -1.85 -1.95
H 3.67 -3.86 -3.09
O -1.77 3.26 2.68
C -1.21 2.48 3.59
C -1.43 2.82 4.94
C -0.90 2.05 5.94
C -0.13 0.91 5.65
C 0.10 0.56 4.35
C -0.43 1.32 3.29
C -0.13 0.89 1.95
O 0.56 -0.15 1.75
N -0.63 1.63 0.92
N -0.31 1.15 -0.28
C -0.77 1.82 -1.31
S -1.68 3.29 -1.13
C -2.14 3.38 -2.89
C -0.99 2.82 -3.69
S -0.45 1.27 -2.90
H -1.56 2.93 1.79
H -2.02 3.70 5.14
H -1.07 2.33 6.97
H 0.28 0.31 6.45
H 0.68 -0.31 4.10
H -2.32 4.42 -3.12
H -3.06 2.81 -3.02
H -0.14 3.49 -3.72
H -1.29 2.58 -4.72


Strongest force on any atom? In order: 5.27, 1.26, 2.57, 1.51 eV/Å.